--- one ---
Formula: C18H27N3O2
Source: the Open Molecules 2025 dataset
Level of theory: the ωB97M-V functional and the def2-TZVPD basis

Last columns: bonded neighbours and bond lengths (Å).
Positions of all 50 atoms, in Å:
1 C 2.178 3.077 -0.047  C2 1.499, H24 1.087, H25 1.090, H26 1.089
2 C 0.690 2.961 -0.184  C1 1.499, C3 1.388, C23 1.391
3 C -0.101 2.524 0.869  C2 1.388, C4 1.384, H27 1.082
4 C -1.474 2.418 0.730  C3 1.384, C5 1.388, H28 1.081
5 C -2.094 2.747 -0.468  C4 1.388, C6 1.501, C22 1.390
6 C -3.570 2.538 -0.642  C5 1.501, C7 1.542, H29 1.091, H30 1.090
7 C -3.847 1.183 -1.323  C6 1.542, N8 1.441, H31 1.094, H32 1.092
8 N -3.162 0.106 -0.655  C7 1.441, C9 1.445, C20 1.348
9 C -1.893 -0.411 -1.114  N8 1.445, C10 1.532, H33 1.098, H34 1.092
10 C -1.280 -1.041 0.140  C9 1.532, C11 1.523, C19 1.533, H35 1.094
11 C -0.390 -2.233 -0.187  C10 1.523, O12 1.213, N13 1.350
12 O -0.549 -2.932 -1.166  C11 1.213
13 N 0.569 -2.461 0.736  C11 1.350, C14 1.446, H36 1.007
14 C 1.578 -3.480 0.556  N13 1.446, C15 1.547, H37 1.093, H38 1.091
15 C 2.751 -3.012 -0.336  C14 1.547, N16 1.444, H39 1.093, H40 1.093
16 N 3.658 -2.025 0.200  C15 1.444, C17 1.444, C18 1.444
17 C 3.110 -0.703 0.387  N16 1.444, H41 1.102, H42 1.092, H43 1.088
18 C 4.422 -2.465 1.344  N16 1.444, H44 1.090, H45 1.088, H46 1.102
19 C -2.522 -1.442 0.945  C10 1.533, C20 1.527, H47 1.093, H48 1.088
20 C -3.570 -0.417 0.518  N8 1.348, C19 1.527, O21 1.211
21 O -4.587 -0.132 1.109  C20 1.211
22 C -1.304 3.198 -1.520  C5 1.390, C23 1.382, H49 1.081
23 C 0.066 3.304 -1.379  C2 1.391, C22 1.382, H50 1.081
24 H 2.514 2.680 0.908  C1 1.087
25 H 2.481 4.122 -0.111  C1 1.090
26 H 2.680 2.536 -0.847  C1 1.089
27 H 0.362 2.264 1.811  C3 1.082
28 H -2.075 2.074 1.560  C4 1.081
29 H -4.005 3.331 -1.252  C6 1.091
30 H -4.061 2.534 0.332  C6 1.090
31 H -4.922 0.982 -1.290  C7 1.094
32 H -3.516 1.202 -2.363  C7 1.092
33 H -2.040 -1.184 -1.880  C9 1.098
34 H -1.270 0.386 -1.525  C9 1.092
35 H -0.711 -0.285 0.689  C10 1.094
36 H 0.683 -1.810 1.495  N13 1.007
37 H 1.097 -4.325 0.058  C14 1.093
38 H 1.938 -3.797 1.536  C14 1.091
39 H 2.328 -2.613 -1.261  C15 1.093
40 H 3.345 -3.894 -0.590  C15 1.093
41 H 2.530 -0.593 1.318  C17 1.102
42 H 3.934 0.012 0.426  C17 1.092
43 H 2.469 -0.449 -0.455  C17 1.088
44 H 5.243 -1.765 1.504  C18 1.090
45 H 4.841 -3.449 1.142  C18 1.088
46 H 3.833 -2.516 2.274  C18 1.102
47 H -2.874 -2.434 0.651  C19 1.093
48 H -2.375 -1.432 2.023  C19 1.088
49 H -1.769 3.465 -2.458  C22 1.081
50 H 0.666 3.655 -2.207  C23 1.081

Values from the calculation:
HOMO-LUMO gap: 9.02 eV
HOMO: -8.4565 eV
Net charge: 0

---

--- two ---
Formula: C18H27N3O2
Source: the Open Molecules 2025 dataset
Level of theory: the ωB97M-V functional and the def2-TZVPD basis

Last columns: bonded neighbours and bond lengths (Å).
Positions of all 50 atoms, in Å:
1 C 3.037 4.115 0.573  C2 1.530, H24 1.087, H25 1.088, H26 1.088
2 C 2.902 2.600 0.735  C1 1.530, C3 1.503, H27 1.092, H28 1.092
3 C 1.502 2.241 1.147  C2 1.503, C4 1.390, C23 1.389
4 C 1.156 2.155 2.490  C3 1.390, C5 1.385, H29 1.080
5 C -0.147 1.864 2.859  C4 1.385, C6 1.380, H30 1.079
6 C -1.111 1.650 1.895  C5 1.380, C7 1.393, H31 1.080
7 C -0.776 1.727 0.545  C6 1.393, N8 1.401, C23 1.390
8 N -1.784 1.473 -0.394  C7 1.401, C9 1.362, H32 1.011
9 C -1.660 1.237 -1.730  N8 1.362, O10 1.212, C11 1.521
10 O -0.635 1.372 -2.362  C9 1.212
11 C -2.963 0.797 -2.381  C9 1.521, C12 1.534, H33 1.093, H34 1.091
12 C -3.491 -0.556 -1.888  C11 1.534, C13 1.531, H35 1.093, H36 1.093
13 C -2.515 -1.715 -2.108  C12 1.531, C14 1.527, H37 1.092, H38 1.093
14 C -1.436 -1.785 -1.030  C13 1.527, C15 1.527, H39 1.093, H40 1.087
15 C -0.477 -2.954 -1.237  C14 1.527, C16 1.538, H41 1.092, H42 1.094
16 C 0.587 -3.044 -0.130  C15 1.538, N17 1.446, C21 1.547, H43 1.097
17 N 0.004 -3.149 1.189  C16 1.446, C18 1.375, H44 1.006
18 C 0.005 -1.940 1.845  N17 1.375, O19 1.209, N20 1.362
19 O -0.589 -1.677 2.864  C18 1.209
20 N 0.802 -1.104 1.123  C18 1.362, C21 1.445, H45 1.005
21 C 1.445 -1.763 0.010  C16 1.547, N20 1.445, C22 1.529, H46 1.096
22 C 2.913 -2.072 0.303  C21 1.529, H47 1.087, H48 1.088, H49 1.087
23 C 0.529 2.033 0.178  C3 1.389, C7 1.390, H50 1.077
24 H 2.347 4.474 -0.186  C1 1.087
25 H 4.050 4.378 0.277  C1 1.088
26 H 2.807 4.617 1.510  C1 1.088
27 H 3.612 2.253 1.489  C2 1.092
28 H 3.143 2.116 -0.214  C2 1.092
29 H 1.909 2.314 3.249  C4 1.080
30 H -0.410 1.790 3.903  C5 1.079
31 H -2.122 1.408 2.188  C6 1.080
32 H -2.691 1.296 0.015  N8 1.011
33 H -3.719 1.566 -2.200  C11 1.093
34 H -2.781 0.744 -3.455  C11 1.091
35 H -4.415 -0.762 -2.434  C12 1.093
36 H -3.747 -0.504 -0.827  C12 1.093
37 H -2.045 -1.611 -3.088  C13 1.092
38 H -3.076 -2.654 -2.107  C13 1.093
39 H -1.914 -1.876 -0.051  C14 1.093
40 H -0.860 -0.863 -1.032  C14 1.087
41 H 0.031 -2.849 -2.198  C15 1.092
42 H -1.038 -3.893 -1.257  C15 1.094
43 H 1.224 -3.916 -0.323  C16 1.097
44 H -0.732 -3.811 1.368  N17 1.006
45 H 1.149 -0.242 1.507  N20 1.005
46 H 1.380 -1.138 -0.887  C21 1.096
47 H 2.991 -2.703 1.185  C22 1.087
48 H 3.457 -1.148 0.484  C22 1.088
49 H 3.367 -2.583 -0.542  C22 1.087
50 H 0.787 2.096 -0.866  C23 1.077

Values from the calculation:
HOMO-LUMO gap: 9.28 eV
HOMO: -8.4709 eV
Net charge: 0

---

Most stable: two

---

--- one ---
Formula: C3H12NO4
Source: the Open Molecules 2025 dataset
Level of theory: the ωB97M-V functional and the def2-TZVPD basis

Last columns: bonded neighbours and bond lengths (Å).
Positions of all 20 atoms, in Å:
1 C -1.698 -0.803 0.400  O2 1.446, C3 1.509, H7 1.083, H8 1.083
2 O -2.309 -0.240 -0.783  C1 1.446, H15 0.969
3 C -0.325 -0.242 0.681  C1 1.509, C4 1.535, N6 1.470, H9 1.100
4 C -0.227 1.282 0.528  C3 1.535, O5 1.400, H10 1.094, H11 1.099
5 O 1.092 1.732 0.665  C4 1.400, H12 1.136
6 N 0.071 -0.595 2.052  C3 1.470, H13 1.008, H14 1.018
7 H -1.703 -1.884 0.337  C1 1.083
8 H -2.430 -0.559 1.161  C1 1.083
9 H 0.449 -0.683 0.036  C3 1.100
10 H -0.671 1.672 -0.393  C4 1.094
11 H -0.768 1.659 1.409  C4 1.099
12 H 1.673 1.330 -0.225  O5 1.136
13 H 0.723 -1.363 2.032  N6 1.008
14 H 0.574 0.168 2.501  N6 1.018
15 H -1.663 -0.280 -1.505  O2 0.969
16 H 0.488 -1.297 -1.997  O17 0.965
17 O 0.533 -0.627 -2.688  H16 0.965, H18 1.010
18 H 1.182 0.007 -2.243  O17 1.010
19 H 2.712 -0.009 -0.758  O20 0.963
20 O 2.298 0.733 -1.210  H19 0.963

Values from the calculation:
HOMO-LUMO gap: 8.39 eV
HOMO: -4.5497 eV
Net charge: -1

---

--- two ---
Formula: C3H12NO4
Source: the Open Molecules 2025 dataset
Level of theory: the ωB97M-V functional and the def2-TZVPD basis

Last columns: bonded neighbours and bond lengths (Å).
Positions of all 20 atoms, in Å:
1 C 1.221 -0.312 -1.424  C3 1.533, H7 1.087, H8 1.086, H15 1.078
2 O -1.467 -0.639 -2.369  H16 0.969
3 C 0.567 -0.398 -0.040  C1 1.533, C4 1.495, N6 1.496, H9 1.080
4 C -0.642 0.480 -0.003  C3 1.495, O5 1.388, H10 1.124, H11 1.093
5 O -1.414 0.354 1.145  C4 1.388, H12 1.039
6 N 1.568 -0.039 1.012  C3 1.496, H13 1.025, H14 1.056
7 H 2.025 -1.040 -1.481  C1 1.087
8 H 1.543 0.720 -1.533  C1 1.086
9 H 0.370 -1.435 0.190  C3 1.080
10 H -1.180 0.153 -0.933  C4 1.124
11 H -0.441 1.546 -0.147  C4 1.093
12 H -1.310 -0.635 1.444  O5 1.039
13 H 1.153 0.326 1.875  N6 1.025
14 H 1.827 0.951 0.752  N6 1.056
15 H 0.347 -0.371 -2.053  C1 1.078
16 H -2.333 -0.670 -2.802  O2 0.969
17 O -1.048 -1.956 1.990  H18 0.961
18 H -1.569 -2.686 2.335  O17 0.961
19 H 1.579 3.326 -0.208  O20 0.967
20 O 1.475 2.369 -0.122  H19 0.967

Values from the calculation:
HOMO-LUMO gap: 4.38 eV
HOMO: -4.9421 eV
Net charge: -1

---

--- three ---
Formula: C3H12NO4
Source: the Open Molecules 2025 dataset
Level of theory: the ωB97M-V functional and the def2-TZVPD basis

Last columns: bonded neighbours and bond lengths (Å).
Positions of all 20 atoms, in Å:
1 C -0.864 -0.209 0.995  C2 1.517, N4 1.451, H7 1.087, H8 1.097
2 C -1.033 -1.046 2.249  C1 1.517, O3 1.444, H9 1.086, H10 1.088
3 O -2.183 -1.916 2.166  C2 1.444, H11 0.963
4 N -0.221 -0.960 -0.066  C1 1.451, C5 1.504, H12 1.018
5 C 0.261 -0.063 -1.173  N4 1.504, O6 1.338, H13 1.118, H14 1.122
6 O 0.950 0.986 -0.709  C5 1.338
7 H -0.213 0.633 1.218  C1 1.087
8 H -1.848 0.189 0.720  C1 1.097
9 H -0.140 -1.645 2.404  C2 1.086
10 H -1.275 -0.389 3.081  C2 1.088
11 H -1.959 -2.687 1.634  O3 0.963
12 H -0.877 -1.656 -0.416  N4 1.018
13 H 0.887 -0.710 -1.835  C5 1.118
14 H -0.636 0.184 -1.801  C5 1.122
15 H -0.011 2.300 -1.465  O17 0.989
16 H -0.175 3.292 -2.643  O17 0.959
17 O -0.524 3.087 -1.773  H15 0.989, H16 0.959
18 H 3.045 -0.487 -0.628  O20 0.965
19 H 3.119 0.939 -1.025  O20 0.976
20 O 3.696 0.157 -0.931  H18 0.965, H19 0.976

Values from the calculation:
HOMO-LUMO gap: 7.30 eV
HOMO: -3.7302 eV
Net charge: -1

---

Most stable: one